(1)
The following is a quantum chemistry calculation of a molecular structure, C18H57MnO18, from the Open Molecules 2025 dataset.

Summary:
Expectation value of S²: 8.752
Total charge: -1
HOMO level (spin up / spin down) (eV): -6.0 / -7.3
Multiplicity: 6
Frontier orbital gap (spin up / spin down) (eV): 8.1 / 9.5

The geometry in XYZ format:
```
94
Properties=species:S:1:pos:R:3:forces:R:3
Mn -0.263739 -0.194041 0.726395 -0.1 0.2 -0.6
C -4.258069 -0.197262 1.481231 0.5 -0.3 -0.7
C -2.773520 -0.296407 1.211402 0.3 -1.3 -1.2
O -2.042750 0.646089 1.548457 0.2 2.3 1.3
O -2.187432 -1.291199 0.674035 -1.3 -0.4 0.0
H -4.796736 -0.914792 0.862285 0.0 -0.3 0.6
H -4.638851 0.788418 1.213746 0.3 0.2 0.3
H -4.310797 -0.347326 2.559567 -0.7 -0.2 -0.1
C -0.233853 1.895996 -2.908999 0.1 0.2 0.9
C -0.206935 1.205240 -1.528673 -0.8 -1.0 0.7
O -0.358385 -0.026773 -1.465721 -0.1 -2.2 -1.9
O -0.088583 1.724457 -0.387322 0.8 3.1 -0.3
H 0.809817 2.111287 -3.138105 0.0 0.3 -0.2
H -0.829824 2.808518 -2.893787 0.3 0.2 0.2
H -0.655091 1.290820 -3.711758 0.2 -0.4 0.4
C 2.774630 -1.609551 2.886689 2.1 -2.0 0.8
C 1.692799 -1.140412 2.008811 2.2 0.3 1.5
O 1.192028 -1.772896 1.111097 -0.9 -4.4 -3.6
O 1.256879 -0.034585 2.198504 -1.3 5.2 1.9
H 3.587723 -0.970424 3.230917 -0.8 1.1 0.0
H 3.408566 -2.383499 2.453978 -0.5 -0.5 -0.6
H 2.361146 -2.102009 3.766814 -0.2 0.2 0.1
C -1.312681 -2.560953 -4.033720 0.4 -0.4 -0.3
O -2.352521 -2.417603 -4.983979 -0.3 0.2 -0.1
H -0.766304 -3.479142 -4.249342 0.1 0.0 -0.1
H -0.645684 -1.711558 -4.181196 0.3 -0.1 0.7
H -1.685754 -2.665956 -3.014949 0.0 0.4 0.1
H -2.387552 -1.467418 -5.116344 -0.5 -0.1 -0.2
C 5.441191 -0.670605 0.474915 -0.2 -0.9 -0.1
O 6.132495 -0.050814 1.554223 0.1 -0.3 -0.2
H 6.003034 -0.642306 -0.458702 -0.1 0.3 -0.1
H 5.249332 -1.721034 0.693727 0.0 -0.1 0.1
H 4.455302 -0.221048 0.356470 0.2 0.3 0.0
H 7.071844 -0.217310 1.447017 0.0 0.1 0.1
C -1.112990 -2.591098 5.478138 -0.2 0.5 -0.9
O -0.932299 -3.880000 5.993272 -0.1 -0.6 0.7
H -1.652246 -2.635120 4.531897 0.1 0.0 -0.3
H -1.757655 -1.981074 6.110888 0.3 -0.2 0.4
H -0.154498 -2.100265 5.309382 0.0 0.3 0.1
H -0.285373 -4.341487 5.454662 -0.1 0.0 -0.1
C 3.788001 2.613990 1.301640 -0.2 1.2 0.8
O 4.857351 2.169517 2.118943 -0.1 0.3 -0.6
H 3.947060 3.601538 0.868572 0.7 0.3 0.0
H 3.527559 2.014862 0.429104 -0.2 -0.6 0.4
H 2.982986 2.823650 2.005981 -0.7 -0.5 -0.5
H 5.166310 1.315084 1.808958 0.4 0.0 0.2
C 3.938507 1.790816 -2.760227 -0.1 -0.8 -0.3
O 5.313561 1.431328 -2.773841 0.2 0.5 0.0
H 3.773496 2.868216 -2.769697 0.0 0.0 0.2
H 3.501231 1.362071 -3.661920 -0.1 0.1 -0.1
H 3.458887 1.296996 -1.915124 -0.2 0.3 0.2
H 5.793153 2.179799 -2.411388 0.2 -0.1 0.1
C -4.340605 0.752905 -2.225579 -0.5 0.8 -1.2
O -4.980493 0.669029 -3.552661 1.0 -0.5 0.8
H -3.312114 0.392813 -2.250845 -0.2 -0.5 -0.4
H -4.216068 1.807295 -1.978897 -0.3 0.0 0.4
H -4.915335 0.203629 -1.479877 0.0 0.1 0.0
H -5.655178 1.344137 -3.655754 0.1 0.1 0.4
C 2.848256 -2.818128 -1.713040 0.2 -0.5 0.3
O 2.963690 -3.382778 -0.398868 0.8 0.0 -1.0
H 3.630726 -3.313009 -2.288302 -0.3 -0.3 -0.2
H 1.854659 -2.979968 -2.130974 -0.1 -0.2 -0.2
H 3.055119 -1.762288 -1.887705 0.0 0.4 0.9
H 2.397732 -2.966524 0.255371 -0.8 0.7 0.1
C -0.845753 -4.366089 -0.733734 0.9 0.8 0.4
O 0.352419 -4.800128 -0.045884 -1.2 -0.4 -0.4
H -0.744086 -3.307676 -0.973592 -0.1 0.3 0.1
H -1.055753 -4.838670 -1.693253 0.1 -0.6 0.1
H -1.704495 -4.444039 -0.066959 0.2 -0.3 0.0
H 1.130101 -4.562514 -0.556140 0.1 0.2 0.0
C 1.799158 5.096652 -1.093803 -0.5 0.2 0.3
O 1.480736 4.458588 0.118862 0.3 -0.3 -0.2
H 2.586773 4.580010 -1.642307 0.5 0.2 0.1
H 0.934813 5.071989 -1.757427 -0.2 0.4 -0.2
H 2.048667 6.115074 -0.796045 0.2 0.0 -0.6
H 1.304407 3.555198 -0.153910 -0.5 -0.7 0.6
C -4.774821 -2.832688 -2.045420 1.0 0.7 0.0
O -4.139130 -3.070750 -0.790216 -0.8 -0.6 -0.3
H -4.038397 -2.516180 -2.784060 0.1 -0.2 -0.3
H -5.261333 -3.729945 -2.427939 -0.1 0.0 0.3
H -5.454933 -1.981764 -2.006797 -0.5 -0.2 0.2
H -3.374571 -2.504383 -0.662649 0.2 0.4 0.1
C -2.306464 2.180693 4.648852 0.9 -0.4 1.1
O -3.464475 1.598381 4.155161 -1.0 -0.3 -0.5
H -2.099418 1.681241 5.595306 0.1 0.2 0.5
H -1.389189 1.988066 4.092432 -0.2 0.3 -0.6
H -2.436545 3.242031 4.860366 0.0 0.1 -0.3
H -3.295104 1.161448 3.317301 0.4 0.3 -0.2
C -2.204067 4.492957 0.025293 0.6 -0.9 1.0
O -2.848756 3.526714 0.908753 0.0 1.4 -0.8
H -1.464766 5.103003 0.544316 -0.1 0.0 0.6
H -1.574151 3.957015 -0.684673 -0.4 0.1 -0.5
H -2.907994 5.204171 -0.406886 -0.3 -0.5 -0.2
H -2.378029 2.691757 0.855259 0.3 -0.3 0.1
```
Positions in Å, forces in eV/Å.



(2)
The following is a quantum chemistry calculation of a molecular structure, C14H6AuCl2F6N3OS, from the Open Molecules 2025 dataset.

Summary:
Total charge: -2
HOMO level (eV): -2.0
Multiplicity: 1
Frontier orbital gap (eV): 6.5

The geometry in XYZ format:
```
34
Properties=species:S:1:pos:R:3:forces:R:3
Au -0.615132 -0.166349 0.206569 -0.7 0.2 -0.8
Cl 1.518847 -2.056043 -0.480698 0.2 -0.2 -0.1
C 0.630526 -3.524029 -0.206934 -0.1 0.0 0.0
C 1.398571 -4.665160 -0.045515 0.0 0.0 0.0
C 0.800759 -5.899591 0.138590 0.0 0.0 0.0
C -0.582909 -5.969781 0.149477 0.0 0.0 0.0
C -1.336927 -4.819952 -0.006132 0.1 0.1 0.0
Cl -3.073591 -5.031396 0.018688 0.1 0.0 0.0
C -0.786491 -3.524151 -0.180772 0.0 -0.2 0.0
S -1.826164 -2.148306 -0.392669 0.3 0.1 0.2
H 2.477430 -4.572040 -0.068404 -0.1 0.0 0.0
H 1.402075 -6.791194 0.268053 0.0 0.0 0.0
H -1.092036 -6.915438 0.284951 0.0 0.0 0.0
N 0.117730 -0.491617 2.508364 0.1 0.1 0.4
C 0.183857 0.022377 3.543028 0.0 0.1 0.4
C 0.292236 0.619155 4.823555 0.1 0.0 0.1
C -0.841416 1.148883 5.492492 0.3 -0.1 -0.2
N -1.750980 1.586742 6.060054 0.0 0.0 0.0
C 1.553231 0.668275 5.475364 -0.3 0.0 -0.2
N 2.574242 0.713470 6.020980 0.0 0.0 0.0
C -0.215278 4.057708 -1.306415 0.0 0.0 0.0
C -0.360274 2.530405 -1.477698 0.1 0.0 -0.1
O -0.155178 1.917650 -0.302508 0.0 -0.2 0.2
C 0.704950 2.076684 -2.519293 -0.1 0.0 0.2
F 0.720151 0.759925 -2.733977 0.0 0.0 0.0
F 1.935811 2.417044 -2.086903 0.1 0.0 -0.1
F 0.558773 2.666191 -3.736743 0.0 0.0 -0.1
C -1.784696 2.276662 -2.070108 0.2 0.0 0.2
F -2.079252 3.099877 -3.117751 0.0 0.0 0.0
F -1.988536 1.033405 -2.513169 0.0 0.0 0.0
F -2.708342 2.526554 -1.129851 -0.1 0.0 0.0
H 0.760967 4.245261 -0.863791 0.0 0.0 0.0
H -0.980076 4.383183 -0.601929 0.0 0.0 0.0
H -0.313114 4.610112 -2.241024 0.0 0.0 0.0
```
Positions in Å, forces in eV/Å.



(3)
The following is a quantum chemistry calculation of 3 unconnected molecules or ions with the total composition C32H47BF2N5O7, from the Open Molecules 2025 dataset.

Summary:
Total charge: +1
HOMO level (eV): -11.6
Multiplicity: 1
Frontier orbital gap (eV): 8.4

The geometry in XYZ format:
```
94
Properties=species:S:1:pos:R:3:forces:R:3
C -4.308434 -1.966831 -6.715996 0.2 -0.1 0.3
C -3.331998 -2.953539 -6.064252 0.2 0.2 -0.4
C -1.876476 -2.537058 -6.279386 -0.2 0.0 0.6
C -1.465255 -1.322434 -5.452152 0.1 -0.3 -0.2
C -0.162678 -0.713177 -5.958394 -0.3 0.6 0.2
C 0.389173 0.329356 -4.983184 -0.1 -0.4 0.4
C 1.318847 -0.293220 -3.911701 -0.8 0.6 -0.6
C 0.986164 0.303018 -2.554413 0.7 -0.2 0.5
C 1.988646 -0.071255 -1.435132 0.0 -0.1 -0.7
N 1.377547 -0.888993 -0.366365 0.4 0.1 0.2
C 1.716959 -2.313633 -0.381285 0.2 0.2 0.0
C 1.047483 -3.095226 -1.479825 -0.1 -0.4 -0.1
N 1.091328 -4.348239 -1.382805 -0.1 -0.2 0.0
C 0.597538 -0.346293 0.526553 0.4 -0.2 0.3
N -0.013661 -1.080677 1.527488 -0.3 0.3 -1.0
B -1.380825 -1.640314 1.276292 -0.8 0.1 0.4
N -1.903087 -2.009325 -0.025273 0.7 0.6 0.2
O -2.158680 -1.816080 2.400595 1.2 -0.8 0.2
N 0.417533 1.024883 0.471098 -0.4 -0.1 0.1
C 1.406826 1.827031 1.236853 0.3 0.3 0.3
C 1.522463 1.608691 2.724814 -0.3 0.2 0.4
C 2.159366 0.507023 3.286312 0.1 -0.2 -0.2
C 2.286805 0.331788 4.660481 -0.3 0.5 -0.3
C 1.785566 1.304735 5.527181 0.1 -0.1 -0.3
C 1.935198 1.179795 7.012676 -0.1 0.0 -0.1
C 1.146936 2.415454 4.970826 0.1 -0.1 -0.1
C 1.012927 2.575529 3.595755 0.2 -0.3 0.4
C -0.973616 1.394441 0.652238 -0.5 0.2 -0.2
C -1.644843 1.336713 1.871519 -0.1 0.1 0.1
C -2.988996 1.691485 1.943296 0.0 0.1 -0.2
C -3.684679 2.096675 0.809371 0.4 -0.1 -0.3
C -3.018314 2.146147 -0.410241 0.4 -0.2 0.1
C -1.672283 1.802441 -0.485766 -0.1 -0.1 0.1
H -5.212509 -2.471831 -7.040469 -0.2 0.0 0.0
H -4.581413 -1.169930 -6.029224 -0.1 0.1 0.0
H -3.846855 -1.506754 -7.586002 0.0 0.0 -0.2
H -3.471716 -3.935506 -6.509914 0.0 -0.2 0.0
H -3.537839 -3.044724 -4.998601 -0.1 -0.1 0.1
H -1.220096 -3.365471 -6.008106 0.1 -0.1 -0.2
H -1.736502 -2.313899 -7.336279 0.1 -0.1 -0.1
H -2.262696 -0.580223 -5.487060 0.0 0.2 0.0
H -1.360892 -1.606378 -4.398387 0.0 -0.1 0.1
H -0.399704 -0.214203 -6.895890 0.2 -0.2 -0.3
H 0.566514 -1.501423 -6.136126 0.1 0.0 -0.2
H -0.468842 0.748564 -4.452811 -0.1 0.2 -0.1
H 0.879951 1.163355 -5.467554 0.1 0.0 -0.2
H 2.345207 -0.085134 -4.203655 0.2 -0.3 0.2
H 1.116364 -1.363088 -3.925595 0.4 -0.2 0.1
H 0.973655 1.384108 -2.641963 -0.2 0.2 0.0
H -0.000318 -0.037475 -2.244532 -0.2 0.2 -0.1
H 2.477473 0.800513 -1.021046 -0.1 0.1 0.2
H 2.773066 -0.675056 -1.880404 0.1 -0.2 0.1
H 2.794054 -2.384743 -0.511279 0.1 0.0 -0.1
H 1.500381 -2.801857 0.558394 -0.1 0.0 0.1
H 0.581174 -2.604634 -2.331246 0.0 0.4 0.1
H 0.642384 -4.786130 -2.184741 0.0 -0.1 0.0
H 0.628217 -1.744619 1.942555 -0.2 -0.1 0.3
H -1.841365 -2.993184 -0.251324 -0.4 0.0 -0.1
H -1.584762 -1.442235 -0.800756 0.1 -0.3 -0.2
H -2.343719 -2.747079 2.565643 -0.7 0.1 0.0
H 2.402953 1.735205 0.801683 0.0 -0.3 -0.3
H 1.105590 2.859545 1.088839 -0.1 0.1 -0.2
H 2.584047 -0.243000 2.624976 0.1 0.0 0.0
H 2.776682 -0.549642 5.043741 0.1 -0.1 0.1
H 0.955004 1.269781 7.476126 0.0 0.0 0.2
H 2.571408 1.963822 7.415721 0.0 0.2 0.0
H 2.378534 0.231691 7.284319 0.0 -0.2 0.1
H 0.771611 3.175155 5.643233 -0.1 0.1 0.0
H 0.528786 3.468987 3.225933 -0.1 0.0 -0.2
H -1.142756 0.999642 2.763554 0.1 0.0 0.1
H -3.491362 1.648023 2.897157 0.0 0.0 0.1
H -4.730246 2.356632 0.830902 -0.1 0.0 0.2
H -3.516442 2.436302 -1.320819 -0.2 0.1 0.0
H -1.163332 1.840672 -1.437629 0.1 0.1 -0.1
C 2.256024 5.674718 -2.190278 0.2 0.1 0.1
C 1.129200 4.869490 -1.584661 -0.2 0.2 -0.1
O 0.624662 4.160995 -2.704069 0.2 -0.2 0.2
C 1.656294 4.008183 -3.587900 0.0 0.1 -0.2
O 1.646681 3.256289 -4.502724 0.0 0.0 0.1
O 2.683390 4.820682 -3.259134 -0.1 0.0 0.1
F 0.151746 5.648882 -1.071172 0.0 -0.1 0.0
H 1.897652 6.620582 -2.597180 -0.1 0.0 0.0
H 3.071906 5.864778 -1.498471 0.1 -0.1 -0.1
H 1.446792 4.154257 -0.822200 -0.1 0.0 0.1
C -0.046449 -2.716095 6.952762 -0.1 0.2 -0.2
C -0.246725 -3.036071 8.417041 0.1 -0.3 0.0
O 1.085565 -3.145431 8.886158 -0.1 0.3 0.0
C 1.864691 -2.356472 8.099415 0.1 -0.1 0.0
O 2.967226 -2.013821 8.353996 0.0 0.0 0.0
O 1.193844 -2.000321 6.969738 -0.2 -0.2 0.1
F -0.884308 -4.214937 8.594726 0.1 0.0 0.0
H 0.064236 -3.624218 6.358333 0.0 -0.1 0.1
H -0.840418 -2.103118 6.533063 0.1 0.1 0.0
H -0.765176 -2.261055 8.984017 -0.1 -0.1 0.0
```
Positions in Å, forces in eV/Å.



(4)
The following is a quantum chemistry calculation of 2 unconnected molecules or ions with the total composition C4H10OS, from the Open Molecules 2025 dataset.

Summary:
SMILES: C=CO.CCS
HOMO level (eV): -9.2
Multiplicity: 1
Frontier orbital gap (eV): 10.1

The geometry in XYZ format:
```
16
Properties=species:S:1:pos:R:3:forces:R:3
C -1.759131 -1.598008 -1.919997 -0.2 -1.6 1.1
C -2.524127 -1.449506 -2.995644 -1.2 -3.4 -1.8
O -2.491949 -0.545538 -4.028864 2.2 -0.8 0.3
H -1.949616 -2.644988 -1.385971 0.6 2.7 -1.0
H -0.994869 -0.886649 -1.511594 -0.9 -0.7 -0.5
H -3.180840 -2.375870 -3.407976 1.3 2.0 1.6
H -3.143305 0.088305 -3.896051 -1.9 1.9 0.3
C 2.640023 1.385564 2.678257 -3.4 0.4 -0.2
C 1.544123 0.430193 2.091506 -1.1 -1.5 0.3
S 0.852483 0.807184 0.381833 0.3 1.3 1.4
H 1.871235 1.947176 3.321647 2.2 0.0 -0.3
H 3.399237 0.866472 3.273730 -0.1 0.5 -0.4
H 2.900149 2.047136 1.839831 0.8 -0.2 0.7
H 0.655678 0.517452 2.788998 0.9 -0.5 -1.0
H 1.795398 -0.679180 2.054722 -0.1 1.4 -0.1
H 0.385505 2.090256 0.715567 0.4 -1.3 -0.4
```
Positions in Å, forces in eV/Å.



(5)
The following is a quantum chemistry calculation of 2 unconnected molecules or ions with the total composition C6H12N2, from the Open Molecules 2025 dataset.

Summary:
SMILES: Cc1c[nH]cn1.CC
HOMO level (eV): -8.5
Multiplicity: 1
Frontier orbital gap (eV): 9.4

The geometry in XYZ format:
```
20
Properties=species:S:1:pos:R:3:forces:R:3
C -1.188026 -1.144233 1.627581 0.0 -0.1 0.2
C -1.216798 -1.141354 0.137061 -0.7 0.7 0.1
C -2.088552 -0.473005 -0.689207 -0.1 0.0 -0.1
N -1.672309 -0.755037 -1.962974 0.4 -0.1 -0.2
C -0.570759 -1.541899 -1.862037 -0.4 0.0 -0.2
N -0.289145 -1.794435 -0.613642 0.5 -0.4 0.0
H -0.973315 -0.153682 2.033136 0.1 0.0 -0.1
H -0.418765 -1.836318 1.966709 0.0 0.0 0.0
H -2.142797 -1.449742 2.060623 0.0 -0.1 -0.1
H -2.944913 0.171566 -0.566140 0.1 -0.1 0.4
H -2.047604 -0.378676 -2.813982 -0.1 0.0 0.0
H -0.060663 -1.913765 -2.734601 0.1 0.0 0.0
C 1.888452 0.874014 0.149194 0.7 -1.0 -0.5
C 2.006317 2.281151 0.690405 -0.2 -0.2 0.7
H 2.817426 0.486563 -0.293873 0.0 0.5 -0.1
H 1.696579 0.113827 0.905443 -0.3 0.2 0.3
H 1.140864 0.742014 -0.630047 -0.2 0.2 0.1
H 2.891248 2.391143 1.323373 0.1 0.1 -0.2
H 2.005940 3.038683 -0.087773 0.1 0.1 -0.1
H 1.166815 2.483182 1.360751 -0.1 0.1 -0.2
```
Positions in Å, forces in eV/Å.



(6)
The following is a quantum chemistry calculation of 2 unconnected molecules or ions with the total composition C3H4Br6Si, from the Open Molecules 2025 dataset.

Summary:
SMILES: Br[Si](Br)(Br)Br.CC=C(Br)Br
HOMO level (eV): -9.4
Multiplicity: 1
Frontier orbital gap (eV): 9.5

The geometry in XYZ format:
```
14
Properties=species:S:1:pos:R:3:forces:R:3
Br 4.215321 1.458987 0.489769 0.4 -0.1 -0.5
Si 2.339613 2.586382 0.433504 0.4 -0.8 1.5
Br 1.079976 1.281234 1.691463 -0.4 0.3 0.0
Br 2.758011 4.405627 1.517411 0.0 0.8 0.4
Br 1.562624 3.160487 -1.447792 -0.4 0.1 -1.1
C -2.358219 -1.918270 0.091307 -2.3 -0.3 0.7
C -0.947538 -1.802964 -0.240769 2.0 0.0 0.7
C -0.334984 -0.761924 -0.764054 -0.6 1.3 -0.6
Br -1.419673 0.837322 -1.104585 0.9 -0.6 -0.2
Br 1.502323 -0.685667 -1.262727 -0.8 -0.1 0.1
H -2.794044 -2.631702 -0.692787 0.0 1.4 0.8
H -2.853440 -0.831114 0.166834 0.7 -2.9 -0.3
H -2.521571 -2.538990 1.043962 0.3 1.3 -1.1
H -0.228400 -2.559408 0.078463 -0.4 -0.4 -0.3
```
Positions in Å, forces in eV/Å.



Q: Look up the multiplicity of the first one.
A: 6